58
Properties=species:S:1:pos:R:3 method="wB97M-V/def2-TZVPD" charge=0 e_tot_ha=-1643.922519 orbital_gap_ev=8.6 homo_energy_ev=-8.00 relative_energy_kcal_mol=49.9 multiplicity=1 e_lumo_ha=0.0217 fmax_ev_per_a=1.20 smiles="CCN(CC)S(=O)(=O)c1cc(NC(=O)[C@@H](C)N2CCc3ccccc32)ccc1C"
C -6.75620 -0.13834 0.60932
H -7.69090 -0.68988 0.55149
H -6.80174 0.52920 1.46625
H -6.64698 0.45624 -0.29336
C -5.59761 -1.11974 0.74418
N -4.31200 -0.45318 0.74692
S -3.03332 -1.31224 0.07783
O -2.27510 -1.98005 1.10354
O -3.55464 -2.11857 -0.98832
C -2.01582 0.00930 -0.57805
C -0.74745 0.13542 -0.05311
C 0.10187 1.14394 -0.50301
C -0.35698 2.01453 -1.48925
C -1.62937 1.86287 -2.00783
C -2.49004 0.86084 -1.56842
C -3.86898 0.71583 -2.11900
H -4.09135 -0.33440 -2.28833
H -3.97352 1.27019 -3.04845
H -4.59305 1.09426 -1.39871
H -1.96542 2.54315 -2.77643
H 0.29037 2.79840 -1.84639
N 1.37072 1.23332 0.06282
C 2.39524 2.06442 -0.25952
O 2.35017 2.96390 -1.06808
C 3.64327 1.80353 0.59934
N 3.72930 0.40258 0.95631
C 3.97460 -0.54202 -0.03891
C 3.72645 -0.45472 -1.39788
C 4.00391 -1.56324 -2.18694
C 4.51624 -2.72562 -1.64006
C 4.77010 -2.80715 -0.27480
C 4.50179 -1.71385 0.51311
C 4.66732 -1.52018 1.99366
H 5.63926 -1.85128 2.35792
H 3.89575 -2.07368 2.53509
C 4.47272 -0.00393 2.14817
H 3.91243 0.25214 3.04932
H 5.44820 0.50228 2.18730
H 5.17814 -3.70909 0.15689
H 4.72567 -3.57264 -2.27518
H 3.81810 -1.50878 -3.24923
H 3.33797 0.44638 -1.84632
C 3.50804 2.71024 1.82526
H 3.34069 3.73082 1.48966
H 2.66215 2.40178 2.43593
H 4.41007 2.69169 2.43099
H 4.51808 2.12920 0.01168
H 1.60581 0.50544 0.72962
H -0.43530 -0.56918 0.70259
C -3.93782 0.27969 1.94028
C -3.89639 1.78569 1.69360
H -3.16297 2.02621 0.92845
H -4.86822 2.14580 1.36741
H -3.62435 2.29997 2.61205
H -4.64410 0.05306 2.74511
H -2.95009 -0.07070 2.25435
H -5.57881 -1.79620 -0.11126
H -5.72530 -1.72068 1.65642



58
Properties=species:S:1:pos:R:3 method="wB97M-V/def2-TZVPD" charge=0 e_tot_ha=-1643.085009 orbital_gap_ev=7.9 homo_energy_ev=-7.32 relative_energy_kcal_mol=575.5 multiplicity=1 e_lumo_ha=0.0213 fmax_ev_per_a=17.87
C -0.52310 -4.89227 -0.42141
O 0.56314 -4.61168 0.45416
C 1.37495 -3.43363 0.19331
C 2.00042 -3.07047 1.27589
C 2.77638 -2.10719 1.01636
C 2.79276 -1.33191 0.00330
C 2.08150 -1.91318 -0.97454
C 1.34952 -2.88583 -1.13465
H 0.79461 -3.24201 -1.97776
H 2.27554 -1.37345 -2.12499
N 3.55953 0.10962 -0.10630
C 3.51949 0.92791 0.89370
C 3.26296 2.07514 0.42460
N 2.29077 2.39323 -0.49416
C 2.71984 1.57044 -1.84338
H 3.04022 2.28579 -2.31779
C 3.88417 0.41779 -1.32718
H 3.91752 -0.20779 -2.09644
H 4.90881 1.21613 -1.35663
H 1.85872 1.11045 -2.05459
C 0.80929 2.18729 -0.33215
C 0.27320 3.31128 0.95441
C -1.13746 3.29255 0.95504
C -1.65990 1.81549 1.41700
N -1.11018 1.01551 -0.00283
S -1.72125 -0.65807 0.37629
O -1.23855 -1.69932 -0.64095
O -1.71794 -0.98651 1.71139
C -3.58043 -0.34224 0.06044
C -4.49325 -0.61557 0.90323
C -5.81969 -0.17180 0.41243
C -6.11760 0.25120 -0.90586
C -5.01568 0.58074 -1.63847
C -3.76589 0.11799 -1.31637
H -2.94254 0.36422 -1.94769
H -5.21174 1.17618 -2.58858
H -7.07474 0.51231 -1.23774
H -6.64534 -0.46947 1.40790
H -4.30394 -0.96710 1.80575
C 0.22463 0.93294 0.29023
H 0.68927 -0.04992 -0.35923
H 0.60763 0.60107 1.41719
H -2.78531 1.66230 1.27541
H -1.28247 1.33311 2.26702
H -1.67588 3.53285 -0.12763
H -1.32210 3.80654 1.65492
H 0.81700 4.10195 0.55512
H 0.94070 2.82651 1.81607
H 0.37212 2.52480 -1.28712
H 4.00269 2.83802 0.21429
H 2.90158 2.87494 1.34232
H 2.93890 0.53035 1.69808
H 4.81090 0.92155 1.35668
H 3.38300 -1.67419 2.12246
H 1.97465 -3.61048 2.36829
H -1.20167 -5.51804 0.16939
H -1.15403 -4.05178 -0.84656
H -0.21572 -5.33430 -1.35160



Copy entry 2 word for word.
58
Properties=species:S:1:pos:R:3 method="wB97M-V/def2-TZVPD" charge=0 e_tot_ha=-1643.085009 orbital_gap_ev=7.9 homo_energy_ev=-7.32 relative_energy_kcal_mol=575.5 multiplicity=1 e_lumo_ha=0.0213 fmax_ev_per_a=17.87
C -0.52310 -4.89227 -0.42141
O 0.56314 -4.61168 0.45416
C 1.37495 -3.43363 0.19331
C 2.00042 -3.07047 1.27589
C 2.77638 -2.10719 1.01636
C 2.79276 -1.33191 0.00330
C 2.08150 -1.91318 -0.97454
C 1.34952 -2.88583 -1.13465
H 0.79461 -3.24201 -1.97776
H 2.27554 -1.37345 -2.12499
N 3.55953 0.10962 -0.10630
C 3.51949 0.92791 0.89370
C 3.26296 2.07514 0.42460
N 2.29077 2.39323 -0.49416
C 2.71984 1.57044 -1.84338
H 3.04022 2.28579 -2.31779
C 3.88417 0.41779 -1.32718
H 3.91752 -0.20779 -2.09644
H 4.90881 1.21613 -1.35663
H 1.85872 1.11045 -2.05459
C 0.80929 2.18729 -0.33215
C 0.27320 3.31128 0.95441
C -1.13746 3.29255 0.95504
C -1.65990 1.81549 1.41700
N -1.11018 1.01551 -0.00283
S -1.72125 -0.65807 0.37629
O -1.23855 -1.69932 -0.64095
O -1.71794 -0.98651 1.71139
C -3.58043 -0.34224 0.06044
C -4.49325 -0.61557 0.90323
C -5.81969 -0.17180 0.41243
C -6.11760 0.25120 -0.90586
C -5.01568 0.58074 -1.63847
C -3.76589 0.11799 -1.31637
H -2.94254 0.36422 -1.94769
H -5.21174 1.17618 -2.58858
H -7.07474 0.51231 -1.23774
H -6.64534 -0.46947 1.40790
H -4.30394 -0.96710 1.80575
C 0.22463 0.93294 0.29023
H 0.68927 -0.04992 -0.35923
H 0.60763 0.60107 1.41719
H -2.78531 1.66230 1.27541
H -1.28247 1.33311 2.26702
H -1.67588 3.53285 -0.12763
H -1.32210 3.80654 1.65492
H 0.81700 4.10195 0.55512
H 0.94070 2.82651 1.81607
H 0.37212 2.52480 -1.28712
H 4.00269 2.83802 0.21429
H 2.90158 2.87494 1.34232
H 2.93890 0.53035 1.69808
H 4.81090 0.92155 1.35668
H 3.38300 -1.67419 2.12246
H 1.97465 -3.61048 2.36829
H -1.20167 -5.51804 0.16939
H -1.15403 -4.05178 -0.84656
H -0.21572 -5.33430 -1.35160